Record 1
37
Properties=species:S:1:pos:R:3:nbo_charge:R:1 method="wB97M-V/def2-TZVPD" homo_lumo_gap_ev=9.4 smiles="N[C@@H](Cc1c[nH]cn1)C(=O)N[C@@H](Cc1c[nH]cn1)C(=O)O" mol_weight_g_mol=292.30 homo_ev=-8.908 e_tot_ev=-27779.969 de_lowest_kcal_mol=209.0
C -0.711 -1.811 -0.110 -0.144
C 0.016 -0.655 0.683 0.696
C -2.224 -1.850 0.430 -0.428
C -3.060 -0.638 0.065 0.102
C -4.294 -0.706 -0.524 -0.134
C -3.733 1.425 -0.137 0.215
C 1.092 1.730 0.369 -0.202
C 0.358 2.984 0.453 0.829
C 2.214 1.899 -0.708 -0.415
C 3.240 0.733 -0.238 0.094
C 3.223 -0.265 0.743 -0.136
C 4.744 -0.793 -0.755 0.188
H 0.565 -3.602 -0.571 0.373
H 0.396 -2.953 1.128 0.378
H -0.654 -1.824 -1.140 0.208
H -2.112 -2.196 1.546 0.254
H -2.945 -2.516 -0.248 0.233
H -5.065 -1.527 -0.473 0.237
H -3.377 2.553 -0.337 0.239
H -5.585 1.174 -1.161 0.441
H 0.137 0.400 -1.101 0.383
H 1.335 1.618 1.411 0.276
H 1.747 1.692 -1.695 0.230
H 2.719 2.938 -0.592 0.276
H 2.631 -0.441 1.590 0.236
H 5.533 -1.253 -1.175 0.185
H 4.186 -2.085 0.855 0.411
H -1.440 1.891 -0.159 0.544
N -0.161 -3.140 0.225 -0.846
N -2.736 0.729 0.354 -0.535
N -4.753 0.725 -0.619 -0.564
N 0.051 0.567 0.037 -0.638
N 4.236 0.386 -1.228 -0.462
N 4.061 -1.346 0.275 -0.524
O 0.376 -0.693 1.826 -0.620
O 1.012 4.067 1.183 -0.595
O -1.023 2.786 -0.201 -0.787

Record 2
13
Properties=species:S:1:pos:R:3:nbo_charge:R:1 method="wB97M-V/def2-TZVPD" homo_lumo_gap_ev=8.8 smiles=c1cc2[nH]ncn2c1 mol_weight_g_mol=107.12 homo_ev=-7.775 e_tot_ev=-9732.681 de_lowest_kcal_mol=64.8
C -2.144 -0.093 0.055 -0.272
C -1.449 1.094 -0.060 -0.373
C -0.102 0.736 -0.162 0.295
C 1.330 -1.046 -0.040 0.174
C -1.251 -1.110 0.026 -0.087
H -3.271 -0.104 0.066 0.243
H -1.836 2.145 0.145 0.242
H 1.805 2.071 -0.227 0.414
H 1.774 -1.997 -0.121 0.217
H -1.444 -2.210 0.598 0.214
N 1.292 1.122 0.191 -0.444
N 2.128 -0.042 0.065 -0.250
N 0.105 -0.709 -0.167 -0.371